Record 1
{"formula": "C30H41AsN3O6PtS2Si2", "method": "ωB97M-V/def2-TZVPD", "elements": ["Pt", "O", "As", "O", "O", "C", "C", "C", "C", "C", "C", "S", "O", "O", "O", "H", "H", "H", "H", "H", "C", "Si", "C", "C", "C", "C", "C", "C", "C", "H", "H", "H", "H", "H", "H", "H", "H", "H", "H", "H", "C", "C", "C", "C", "C", "C", "C", "C", "N", "H", "H", "H", "H", "H", "H", "C", "Si", "C", "C", "C", "H", "H", "H", "H", "H", "H", "H", "H", "H", "H", "H", "S", "C", "N", "C", "C", "C", "N", "H", "H", "H", "H", "H", "H", "H", "H"], "xyz": [[0.605, -0.498, -0.312], [0.644, 5.212, -4.693], [0.050, 3.934, -3.607], [0.590, 2.355, -3.931], [-0.794, -0.601, -1.714], [-1.348, 4.604, -2.400], [-2.738, 4.426, -2.632], [-3.628, 4.701, -1.628], [-3.176, 5.192, -0.387], [-1.824, 5.330, -0.099], [-0.908, 5.099, -1.123], [0.795, 4.899, -0.693], [0.785, 3.903, 0.334], [1.473, 6.125, -0.434], [1.298, 4.264, -2.069], [1.194, 5.767, -4.085], [-3.066, 4.118, -3.617], [-4.700, 4.637, -1.845], [-3.836, 5.347, 0.426], [-1.463, 5.687, 0.878], [-3.377, 0.122, -2.836], [-1.880, -1.028, -2.852], [-1.079, -0.904, -4.565], [-2.573, -2.704, -2.327], [-1.786, -3.639, -1.633], [-2.315, -4.638, -0.859], [-3.696, -4.931, -0.929], [-4.487, -4.180, -1.818], [-3.973, -3.044, -2.441], [-3.958, 0.124, -3.759], [-3.057, 1.147, -2.678], [-4.123, -0.203, -2.092], [-1.858, -0.917, -5.337], [-0.349, -1.707, -4.720], [-0.537, 0.061, -4.674], [-0.721, -3.549, -1.689], [-1.579, -5.272, -0.283], [-4.123, -5.749, -0.372], [-5.534, -4.435, -1.886], [-4.658, -2.431, -3.048], [-0.824, 0.006, 1.222], [-0.751, -0.643, 2.526], [-0.580, -2.055, 2.665], [-0.558, -2.675, 3.878], [-0.530, -1.919, 5.068], [-0.663, -0.520, 4.953], [-0.793, 0.083, 3.757], [-0.370, -2.533, 6.314], [-0.374, -3.079, 7.344], [-0.796, 1.115, 1.278], [-1.778, -0.319, 0.717], [-0.620, -2.652, 1.732], [-0.456, -3.772, 3.952], [-0.753, 0.021, 5.910], [-1.150, 1.094, 3.761], [2.758, -4.096, -2.888], [2.998, -2.853, -1.455], [2.372, -3.811, 0.072], [4.893, -2.457, -1.422], [1.978, -1.281, -1.663], [3.583, -4.844, -2.898], [2.845, -3.550, -3.872], [1.771, -4.635, -2.792], [3.270, -4.106, 0.620], [1.739, -4.701, -0.205], [1.763, -3.237, 0.803], [5.192, -2.620, -0.436], [5.061, -1.370, -1.630], [5.487, -3.069, -2.153], [2.687, -0.441, -1.935], [1.277, -1.428, -2.544], [2.341, -0.379, 1.297], [2.347, 0.926, 2.477], [3.083, 0.678, 3.594], [2.949, 1.516, 4.790], [2.898, 2.962, 4.320], [1.725, 3.128, 3.336], [1.767, 2.130, 2.278], [3.442, -0.249, 3.676], [3.740, 1.353, 5.532], [1.984, 1.238, 5.274], [3.842, 3.234, 3.787], [2.863, 3.637, 5.179], [1.694, 4.153, 2.939], [0.837, 2.946, 3.940], [1.520, 2.444, 1.330]], "forces_ev_per_a": [[-1.2, 1.1, -0.6], [1.5, 1.4, 1.5], [-1.2, -3.8, -2.6], [0.1, 1.4, 1.0], [-0.8, 0.0, -0.2], [-0.2, 1.2, 3.1], [2.0, 0.4, -0.2], [-0.5, 0.9, 0.6], [0.6, -0.7, -0.4], [0.1, 0.7, -0.4], [-1.4, -1.3, -1.0], [0.0, -1.1, -4.1], [0.4, -0.6, 1.0], [0.2, 0.6, 0.4], [-0.5, 1.3, 1.7], [-0.2, 0.0, -0.9], [0.0, -0.2, 0.0], [0.4, -0.1, 0.3], [-0.9, 0.3, 0.5], [-0.4, -0.3, -0.4], [-0.5, -0.5, 0.0], [0.1, 0.9, -0.7], [0.1, 0.2, 0.3], [-1.6, -1.1, -0.2], [-0.2, 1.1, -0.4], [-0.2, -1.8, 0.5], [0.9, 0.7, -0.7], [0.5, 0.0, 1.0], [1.2, 0.3, -0.1], [0.2, -0.1, -0.3], [0.0, 0.2, 0.3], [0.4, 0.4, 0.2], [0.2, -0.3, 0.0], [-0.2, 0.0, -0.2], [-0.3, -0.4, 0.3], [0.6, 0.3, 0.3], [-1.2, 0.6, -0.5], [-0.1, -0.1, 0.1], [-0.2, 0.1, -0.2], [0.5, -0.2, 0.4], [-1.9, -0.1, 0.5], [0.6, -0.6, 1.5], [-1.0, 0.7, -1.7], [0.7, -0.8, 1.0], [0.2, 0.9, -1.8], [0.0, -1.3, 2.4], [-0.6, 0.1, -2.0], [-0.5, -1.4, 2.5], [0.3, 0.8, -1.4], [0.1, -0.6, -0.1], [1.1, 0.2, 0.1], [0.3, 0.4, 0.7], [-0.2, 0.7, -0.1], [0.1, 0.0, -0.7], [0.4, 0.6, -0.3], [-0.1, 0.1, -0.6], [-0.3, -0.1, -0.3], [-0.4, -0.2, 0.3], [-1.0, 0.6, -1.9], [1.6, -1.1, -2.1], [-0.6, 0.3, 0.2], [-0.4, -0.6, 0.9], [1.0, 0.6, -0.3], [-0.1, -0.5, 0.1], [0.9, 0.7, 0.2], [0.4, 0.0, -0.6], [1.0, -0.4, 1.6], [-0.1, -0.9, 0.0], [-0.6, 0.5, 0.8], [-0.9, -0.5, 0.5], [0.7, 0.2, 1.0], [1.0, 1.4, 0.7], [0.6, -0.3, -0.8], [-0.8, 0.9, 0.2], [-0.8, -0.1, 0.0], [0.9, 0.3, -0.7], [0.3, 0.3, 1.1], [0.8, -0.8, 0.1], [0.0, -0.4, 0.0], [0.0, -0.2, -0.5], [0.5, 0.3, 0.0], [-0.5, -0.4, 0.4], [-0.5, 0.0, -0.2], [-0.1, -0.6, -0.2], [-0.4, 0.2, -0.1], [-0.1, -0.4, 0.4]], "orbital_gap_ev": [4.6, 6.4], "spin_multiplicity": 5, "e_lumo_ev": [1.98, 0.12], "total_energy_ev": -150038.9911, "e_homo_ev": [-2.572, -6.237], "relative_energy_kj_mol": 260.6, "total_charge": -1}

---

Record 2
{"formula": "C30H41Cl3CrN6O10P2S3", "method": "ωB97M-V/def2-TZVPD", "elements": ["Cr", "O", "S", "O", "O", "C", "C", "C", "C", "C", "C", "S", "O", "O", "O", "H", "H", "H", "H", "C", "N", "C", "P", "O", "O", "P", "O", "N", "C", "C", "N", "C", "C", "N", "C", "C", "H", "H", "H", "H", "H", "H", "H", "H", "H", "H", "H", "H", "H", "H", "H", "H", "H", "H", "H", "H", "H", "H", "H", "H", "Cl", "C", "C", "C", "C", "C", "C", "N", "C", "C", "N", "C", "O", "C", "C", "C", "Cl", "S", "C", "C", "C", "Cl", "C", "H", "H", "H", "H", "H", "H", "H", "H", "H", "H", "H", "H", "H"], "xyz": [[-0.477, 0.241, -0.214], [-1.837, -0.748, -1.183], [-2.476, -1.355, 0.045], [-2.681, -2.760, -0.007], [-1.534, -0.880, 1.129], [-4.041, -0.555, 0.248], [-5.087, -1.398, 0.592], [-6.350, -0.876, 0.839], [-6.561, 0.486, 0.752], [-5.516, 1.334, 0.403], [-4.257, 0.829, 0.143], [-3.030, 2.004, -0.399], [-2.875, 1.827, -1.812], [-3.398, 3.298, 0.087], [-1.808, 1.515, 0.390], [-4.909, -2.461, 0.667], [-7.158, -1.543, 1.104], [-7.540, 0.900, 0.953], [-5.670, 2.403, 0.332], [3.010, -4.537, 0.272], [1.801, -3.919, -0.253], [0.566, -4.694, -0.080], [1.656, -2.404, -0.806], [0.521, -1.629, -0.243], [2.999, -1.636, -0.278], [2.840, -0.196, 0.495], [1.755, 0.621, -0.128], [4.280, 0.542, 0.320], [5.459, 0.019, 1.006], [4.570, 1.215, -0.946], [2.611, -0.573, 2.064], [1.815, 0.375, 2.853], [2.633, -1.936, 2.587], [1.652, -2.455, -2.430], [1.188, -1.292, -3.179], [2.618, -3.297, -3.137], [3.148, -5.515, -0.194], [2.939, -4.682, 1.353], [3.884, -3.928, 0.053], [0.706, -5.695, -0.492], [-0.266, -4.216, -0.595], [0.310, -4.773, 0.979], [5.185, -0.357, 1.989], [6.176, 0.829, 1.138], [5.940, -0.780, 0.432], [3.653, 1.622, -1.367], [5.027, 0.531, -1.669], [5.268, 2.032, -0.757], [1.988, 1.395, 2.512], [2.122, 0.310, 3.896], [0.746, 0.148, 2.793], [3.390, -2.526, 2.080], [1.659, -2.427, 2.481], [2.890, -1.898, 3.645], [0.261, -0.927, -2.741], [0.967, -1.602, -4.200], [1.933, -0.490, -3.208], [2.802, -4.211, -2.577], [3.567, -2.776, -3.298], [2.202, -3.568, -4.106], [5.701, 4.049, -5.923], [4.598, 4.528, -4.679], [4.605, 3.866, -3.463], [3.710, 4.266, -2.486], [2.806, 5.303, -2.686], [1.844, 5.637, -1.570], [0.379, 5.335, -1.881], [0.205, 3.906, -2.091], [0.362, 3.188, -3.252], [0.203, 1.883, -2.911], [-0.039, 1.798, -1.558], [-0.035, 3.036, -1.105], [1.923, 6.981, -1.146], [2.756, 7.139, 0.005], [2.153, 6.446, 1.194], [2.610, 5.302, 1.775], [4.022, 4.410, 1.349], [1.601, 4.734, 3.041], [0.517, 6.040, 2.802], [0.929, 6.863, 1.806], [2.836, 5.951, -3.919], [1.754, 7.261, -4.270], [3.721, 5.574, -4.917], [5.308, 3.062, -3.291], [3.707, 3.765, -1.524], [2.102, 4.977, -0.735], [0.007, 5.884, -2.741], [-0.214, 5.615, -1.010], [0.547, 3.665, -4.199], [0.202, 1.026, -3.558], [-0.226, 3.345, -0.090], [2.817, 8.212, 0.174], [3.765, 6.765, -0.194], [-0.359, 6.136, 3.423], [0.389, 7.748, 1.499], [3.725, 6.092, -5.865]], "forces_ev_per_a": [[0.2, 0.1, -0.5], [-0.1, 0.1, 0.0], [0.4, 0.2, 0.7], [0.0, 0.0, -0.1], [-0.4, -0.5, -0.5], [0.0, 0.0, 0.1], [0.0, 0.0, 0.0], [0.0, 0.0, 0.0], [0.0, 0.0, 0.0], [0.0, 0.0, 0.0], [0.0, 0.0, 0.0], [0.0, -0.2, 0.3], [0.0, 0.1, 0.0], [0.0, 0.0, 0.1], [0.5, 0.3, -0.2], [0.0, 0.0, 0.0], [0.0, 0.0, 0.0], [0.0, 0.0, 0.0], [0.0, 0.0, 0.0], [0.0, 0.0, 0.0], [0.0, 0.1, 0.2], [0.0, 0.0, -0.1], [0.4, 0.0, 0.3], [-0.6, 0.1, -0.4], [-0.1, 0.1, 0.0], [0.1, -0.2, 0.0], [-0.2, 0.3, 0.6], [0.0, 0.0, 0.0], [0.0, 0.0, 0.0], [0.0, -0.1, 0.0], [-0.1, 0.0, 0.0], [0.0, 0.0, 0.0], [0.0, 0.0, 0.0], [0.0, 0.0, 0.0], [0.0, 0.0, 0.0], [0.0, 0.0, 0.0], [0.0, 0.0, 0.0], [0.0, 0.0, 0.0], [0.0, 0.0, 0.0], [0.0, 0.0, 0.0], [0.0, 0.0, 0.0], [0.0, 0.0, 0.0], [0.0, 0.0, 0.0], [0.0, 0.0, 0.0], [0.0, 0.0, 0.0], [0.0, -0.1, 0.0], [0.0, 0.0, 0.0], [0.0, 0.0, 0.0], [0.0, 0.0, 0.0], [0.0, 0.0, 0.0], [0.0, 0.0, 0.0], [0.0, 0.0, 0.0], [0.0, 0.0, 0.0], [0.0, 0.0, 0.0], [0.0, 0.0, 0.0], [0.0, 0.0, 0.0], [0.0, 0.0, 0.0], [0.0, 0.0, 0.0], [0.0, 0.0, 0.0], [0.0, 0.0, 0.0], [0.0, 0.0, 0.0], [0.0, 0.0, 0.0], [0.0, 0.0, 0.0], [0.0, 0.0, 0.0], [0.0, 0.0, 0.0], [0.0, 0.0, 0.0], [-0.1, 0.0, 0.0], [0.0, 0.0, 0.0], [0.0, 0.1, 0.0], [0.0, 0.0, 0.0], [-0.1, -0.4, -0.3], [0.1, 0.0, 0.0], [0.0, 0.0, 0.1], [0.0, 0.0, 0.0], [0.0, 0.0, 0.0], [0.0, 0.0, 0.0], [0.0, 0.0, 0.0], [0.0, 0.0, 0.0], [0.0, 0.0, 0.0], [0.0, 0.0, 0.0], [0.0, 0.0, 0.0], [0.0, 0.0, 0.0], [0.0, 0.0, 0.0], [0.0, 0.0, 0.0], [0.0, 0.1, 0.0], [0.0, 0.0, 0.0], [0.0, 0.0, 0.0], [0.0, 0.0, 0.0], [0.0, 0.0, 0.0], [0.0, 0.0, 0.0], [0.0, 0.0, 0.0], [0.0, 0.0, 0.0], [0.0, 0.0, 0.0], [0.0, 0.0, 0.0], [0.0, 0.0, 0.0], [0.0, 0.0, 0.0]], "orbital_gap_ev": [7.9, 8.8], "spin_multiplicity": 4, "e_lumo_ev": [-3.27, -2.38], "total_energy_ev": -178265.0028, "e_homo_ev": [-11.216, -11.216], "relative_energy_kj_mol": 0.0, "total_charge": 1}

---

Record 3
{"formula": "C30H41F9N3O4S", "method": "ωB97M-V/def2-TZVPD", "elements": ["C", "C", "O", "C", "C", "C", "C", "C", "C", "C", "C", "O", "C", "C", "N", "C", "C", "N", "N", "S", "O", "O", "C", "F", "F", "C", "F", "F", "C", "F", "F", "C", "F", "F", "F", "H", "H", "H", "H", "H", "H", "H", "H", "H", "H", "H", "H", "H", "H", "H", "H", "H", "H", "H", "H", "H", "H", "H", "H", "H", "H", "H", "H", "H", "C", "C", "C", "C", "C", "C", "H", "H", "H", "H", "H", "H", "C", "C", "C", "C", "C", "C", "H", "H", "H", "H", "H", "H"], "xyz": [[1.853, 1.575, 0.127], [2.339, 1.293, -1.288], [1.611, 0.250, -1.950], [0.418, 0.648, -2.471], [-0.531, -0.473, -2.829], [-0.653, -1.565, -1.754], [-0.824, -1.080, -0.308], [0.342, -1.502, 0.586], [0.174, -2.913, 1.141], [1.390, -3.267, 2.018], [1.096, -4.228, 3.168], [0.844, -3.550, 4.378], [-0.467, -3.017, 4.471], [-1.877, 0.203, -3.051], [-1.868, 1.442, -3.887], [-2.610, 1.340, -5.185], [-0.704, 2.098, -3.995], [-0.676, 3.363, -4.414], [0.551, 1.564, -3.668], [1.281, 0.881, -5.027], [0.286, 0.831, -6.059], [1.919, -0.350, -4.725], [2.672, 2.052, -5.480], [3.620, 1.301, -6.045], [3.147, 2.525, -4.300], [2.280, 3.284, -6.343], [1.676, 4.156, -5.503], [1.440, 2.977, -7.341], [3.526, 4.019, -6.962], [3.142, 5.309, -7.112], [4.572, 3.996, -6.127], [3.923, 3.513, -8.383], [5.206, 3.854, -8.608], [3.807, 2.178, -8.468], [3.136, 4.085, -9.311], [2.020, 2.620, 0.366], [2.338, 0.959, 0.872], [0.781, 1.423, 0.225], [2.310, 2.214, -1.863], [3.358, 0.935, -1.234], [-0.093, 1.269, -1.725], [-0.255, -0.987, -3.745], [-1.481, -2.195, -2.066], [0.236, -2.177, -1.859], [-1.693, -1.591, 0.098], [-1.040, -0.017, -0.230], [0.468, -0.825, 1.429], [1.279, -1.493, 0.034], [0.176, -3.620, 0.314], [-0.749, -2.991, 1.706], [1.755, -2.348, 2.472], [2.195, -3.642, 1.394], [1.985, -4.821, 3.359], [0.298, -4.933, 2.929], [-0.474, -2.013, 4.045], [-0.765, -2.971, 5.510], [-1.161, -3.673, 3.950], [-2.559, -0.516, -3.484], [-2.297, 0.460, -2.082], [-2.898, 0.320, -5.382], [-3.508, 1.949, -5.132], [-2.024, 1.717, -6.011], [-1.236, 3.697, -5.180], [-0.009, 3.976, -3.978], [-4.767, -4.545, 8.133], [-3.651, -4.582, 8.957], [-2.402, -4.865, 8.423], [-2.268, -5.103, 7.062], [-3.384, -5.063, 6.238], [-4.634, -4.787, 6.773], [-5.741, -4.327, 8.551], [-3.755, -4.391, 10.017], [-1.533, -4.900, 9.066], [-1.293, -5.321, 6.645], [-3.280, -5.249, 5.176], [-5.505, -4.762, 6.132], [0.840, 2.437, 4.565], [0.102, 2.146, 3.427], [-0.806, 3.071, 2.930], [-0.970, 4.293, 3.567], [-0.229, 4.586, 4.703], [0.673, 3.657, 5.204], [1.545, 1.714, 4.954], [0.232, 1.193, 2.928], [-1.388, 2.840, 2.046], [-1.675, 5.016, 3.180], [-0.356, 5.539, 5.200], [1.246, 3.885, 6.093]], "forces_ev_per_a": [[-0.3, 0.1, -0.2], [0.1, 0.1, 0.7], [0.1, -0.2, -0.6], [0.2, -0.4, 1.0], [-0.2, -0.2, 0.0], [0.0, 0.5, -0.4], [0.0, -0.8, 0.1], [-0.1, -0.2, 0.1], [1.0, 0.2, 0.0], [-0.7, 0.2, 0.1], [0.8, 0.1, 0.0], [-0.4, -0.3, 0.3], [0.5, -0.1, -0.2], [-0.2, -0.2, 0.1], [1.4, -1.7, -0.8], [-1.1, 1.4, 0.3], [-0.6, 0.9, -0.2], [0.1, -0.6, -0.3], [-0.3, 0.1, 1.2], [-0.4, -1.5, -1.5], [0.1, 0.9, 0.1], [0.3, 0.6, 0.8], [0.5, 0.2, 0.9], [-0.6, 0.3, 0.1], [-0.1, -0.2, -0.4], [0.7, 0.1, -0.2], [0.0, -0.1, -0.2], [0.0, 0.0, 0.3], [-0.5, 0.8, -0.2], [0.2, -0.3, 0.1], [-0.2, -0.3, -0.1], [0.6, 0.0, -0.6], [-1.0, -0.2, 0.0], [0.1, 0.6, -0.1], [0.6, -0.5, 0.6], [0.2, 0.1, 0.2], [0.1, -0.2, 0.1], [-0.2, -0.1, 0.0], [0.0, 0.0, -0.3], [0.2, 0.0, -0.3], [-0.1, 0.3, -0.1], [0.3, 0.1, -0.2], [-0.2, -0.1, 0.0], [0.2, -0.1, 0.2], [-0.3, 0.2, 0.1], [0.1, 0.2, -0.1], [-0.1, 0.2, 0.1], [0.2, 0.3, -0.1], [-0.5, -0.2, -0.1], [-0.2, -0.1, 0.0], [0.2, 0.1, 0.2], [0.1, -0.1, -0.1], [0.1, -0.1, 0.1], [-0.3, 0.0, -0.1], [-0.3, 0.1, -0.1], [0.1, 0.1, 0.2], [-0.3, 0.0, -0.1], [-0.2, 0.0, -0.3], [-0.1, 0.3, 0.1], [0.2, -0.3, 0.1], [-0.2, -0.1, 0.0], [0.3, -0.1, -0.1], [-0.6, 0.3, 0.4], [0.6, 0.0, -0.6], [0.0, 0.0, 0.0], [0.0, 0.0, 0.0], [0.0, 0.0, 0.0], [0.0, 0.0, 0.0], [0.0, 0.0, 0.0], [0.0, 0.0, 0.0], [0.0, 0.0, 0.0], [0.0, 0.0, 0.0], [0.0, 0.0, 0.0], [0.0, 0.0, 0.0], [0.0, 0.0, 0.0], [0.0, 0.0, 0.0], [0.0, 0.0, 0.0], [0.0, 0.0, -0.1], [0.0, 0.0, 0.0], [0.0, 0.0, 0.0], [0.0, 0.0, 0.0], [0.0, 0.0, 0.0], [0.0, 0.0, 0.0], [0.0, 0.0, 0.0], [0.0, 0.0, 0.0], [0.0, 0.0, 0.0], [0.0, 0.0, 0.0], [0.0, 0.0, 0.0]], "orbital_gap_ev": 6.0, "e_lumo_ev": -4.54, "total_energy_ev": -79718.8663, "e_homo_ev": -10.564, "total_charge": 1}